(1)
Computed, not measured: a molecular structure, C52H53Cl4GeNO2PSbY at a distorted geometry, with wB97M-V/def2-TZVPD.

Calculated values
frontier orbital gap = 5.7112 eV
E = -183846.87316 eV
HOMO energy = -0.13223 Ha
energy above the lowest of the compared OMol25 structures with the same formula, charge and spin = 148.5 kJ/mol
LUMO energy = 0.0777 Eh

Geometry as ORCA input:
```
! wB97M-V def2-TZVPD RIJCOSX def2/J DEFGRID3
* xyz -1 1
Y -0.853 -0.513 -0.912
N -2.028 0.457 1.177
C -1.622 1.763 1.664
C -2.556 2.635 2.198
C -2.131 3.847 2.729
C -0.774 4.147 2.754
C 0.144 3.259 2.206
C -0.274 2.074 1.616
P 0.879 0.896 0.735
C 0.797 -0.329 2.194
C 0.349 -1.617 1.898
C 0.082 -2.554 2.892
C 0.206 -2.193 4.225
C 0.613 -0.903 4.550
C 0.913 0.009 3.545
C 0.454 2.370 -1.052
C -0.185 2.133 -2.265
C -0.300 3.071 -3.298
C 0.230 4.333 -3.128
C 0.875 4.629 -1.926
C 0.973 3.671 -0.929
H -1.673 -0.239 1.837
H -3.038 0.377 1.230
H -3.609 2.367 2.217
H -2.854 4.538 3.143
H -0.435 5.077 3.196
H 1.209 3.475 2.214
H 0.216 -1.962 0.866
H -0.232 -3.556 2.620
H -0.014 -2.913 5.005
H 0.715 -0.610 5.590
H 1.251 1.006 3.808
H -0.623 1.163 -2.539
H -0.788 2.803 -4.230
H 0.157 5.072 -3.917
H 1.311 5.612 -1.776
H 1.502 3.940 -0.019
Cl -2.510 -6.890 -3.392
C -1.698 -5.390 -3.101
C -0.580 -5.042 -3.839
Cl 0.030 -6.104 -5.059
C 0.060 -3.814 -3.600
Cl 1.440 -3.332 -4.524
C -0.417 -2.937 -2.640
O 0.113 -1.754 -2.370
C -1.549 -3.314 -1.853
O -1.940 -2.443 -0.935
C -2.177 -4.519 -2.110
Cl -3.584 -4.922 -1.176
C -5.867 -0.694 -4.085
C -4.619 -1.212 -3.376
C -3.488 -1.484 -4.370
Sb -3.883 0.099 -1.816
C -4.780 1.991 -2.345
C -4.074 2.564 -3.574
C -4.652 2.936 -1.149
C -5.235 -0.430 -0.192
C -6.692 -0.485 -0.636
C -4.813 -1.748 0.456
H -6.196 -1.426 -4.831
H -5.663 0.240 -4.615
H -6.697 -0.516 -3.402
H -4.848 -2.139 -2.841
H -3.190 -0.570 -4.892
H -3.812 -2.206 -5.126
H -2.605 -1.896 -3.879
H -5.833 1.811 -2.572
H -3.023 2.764 -3.357
H -4.532 3.512 -3.874
H -4.121 1.886 -4.430
H -3.605 3.070 -0.859
H -5.202 2.573 -0.278
H -5.049 3.926 -1.400
H -5.126 0.391 0.525
H -6.852 -1.305 -1.340
H -7.022 0.444 -1.104
H -7.337 -0.672 0.231
H -4.857 -2.570 -0.262
H -5.484 -1.992 1.287
H -3.788 -1.739 0.829
C 2.557 1.305 0.731
Ge 3.925 0.211 1.416
C 4.266 0.302 3.364
C 3.914 -0.695 4.273
C 4.176 -0.555 5.632
C 4.796 0.592 6.107
C 5.150 1.599 5.218
C 4.888 1.449 3.862
C 5.614 0.859 0.626
C 6.694 -0.009 0.450
C 7.900 0.440 -0.076
C 8.045 1.773 -0.438
C 6.981 2.649 -0.276
C 5.776 2.193 0.250
C 3.799 -1.706 0.936
C 4.418 -2.743 1.636
C 4.263 -4.070 1.248
C 3.490 -4.383 0.138
C 2.888 -3.363 -0.588
C 3.045 -2.041 -0.191
H 2.856 1.930 -0.103
H 3.400 -1.585 3.923
H 3.886 -1.341 6.322
H 5.001 0.700 7.166
H 5.632 2.500 5.582
H 5.170 2.240 3.173
H 6.586 -1.054 0.721
H 8.725 -0.251 -0.209
H 8.983 2.126 -0.852
H 7.088 3.689 -0.565
H 4.945 2.882 0.366
H 5.037 -2.521 2.499
H 4.745 -4.858 1.816
H 3.361 -5.416 -0.166
H 2.298 -3.593 -1.467
H 2.569 -1.249 -0.761
*
```

=====

(2)
Computed, not measured: a molecular structure, C52H55N3O4STe2W at a distorted geometry, with wB97M-V/def2-TZVPD.

Calculated values
frontier orbital gap (alpha / beta) = 5.9608 / 6.0374 eV
⟨S²⟩ = 0.833
E = -94698.17060 eV
HOMO energy (alpha / beta) = -0.55118 / -0.56283 Ha
energy above the lowest of the compared OMol25 structures with the same formula, charge and spin = 17.3 kJ/mol
LUMO energy (alpha / beta) = -0.3321 / -0.3410 Eh

Geometry as ORCA input:
```
! wB97M-V def2-TZVPD RIJCOSX def2/J DEFGRID3
* xyz 3 2
W -0.072 0.398 0.193
C 2.716 -4.150 5.002
C 2.803 -2.998 4.049
C 2.659 -3.195 2.670
C 2.765 -2.143 1.784
C 2.997 -0.862 2.288
C 3.137 -0.636 3.651
C 3.052 -1.712 4.519
S 3.141 0.515 1.227
C 4.513 0.074 0.191
O 1.952 0.420 0.188
H 2.429 -5.069 4.497
H 1.992 -3.943 5.790
H 3.680 -4.315 5.484
H 2.489 -4.195 2.292
H 2.683 -2.315 0.719
H 3.330 0.358 4.031
H 3.173 -1.546 5.581
H 4.314 -0.879 -0.294
H 5.386 0.005 0.840
H 4.654 0.868 -0.539
Te -1.188 0.037 2.690
C -0.369 -0.023 4.626
C 0.473 0.998 5.046
C 0.865 1.025 6.376
C 0.420 0.046 7.255
C -0.418 -0.966 6.817
C -0.828 -1.008 5.487
C -2.381 1.711 3.157
C -1.827 2.981 3.270
C -2.632 4.043 3.658
C -3.975 3.828 3.946
C -4.511 2.551 3.867
C -3.713 1.481 3.474
H 0.820 1.765 4.365
H 1.513 1.816 6.727
H 0.723 0.079 8.292
H -0.768 -1.720 7.507
H -1.499 -1.788 5.151
H -0.778 3.155 3.062
H -2.213 5.037 3.735
H -4.596 4.657 4.255
H -5.546 2.380 4.131
H -4.134 0.482 3.461
O -4.275 2.293 0.204
C -4.255 3.440 -0.639
N -4.007 4.661 0.073
C -2.800 5.250 0.318
O -2.701 6.339 0.829
C -1.520 4.513 -0.016
C -0.430 5.276 -0.418
C 0.795 4.648 -0.590
C 0.893 3.295 -0.341
N -0.151 2.560 0.088
C -1.338 3.171 0.243
H -5.003 2.385 0.831
H -5.198 3.541 -1.176
H -3.461 3.256 -1.363
H -4.791 5.241 0.337
H -0.549 6.340 -0.568
H 1.670 5.193 -0.911
H 1.825 2.765 -0.485
H -2.163 2.560 0.580
C -5.981 -4.461 5.895
C -5.319 -3.680 4.801
C -4.016 -3.968 4.396
C -3.386 -3.291 3.362
C -1.994 -3.729 3.019
C -4.101 -2.267 2.709
Te -3.554 -1.225 0.948
N -1.872 -0.036 -0.206
C -2.504 0.040 -1.507
O -3.591 -0.430 -1.717
C -1.714 0.779 -2.526
C -0.336 0.899 -2.418
C 0.403 1.647 -3.317
C -0.264 2.292 -4.356
C -1.640 2.168 -4.486
C -2.367 1.411 -3.574
C -2.835 -2.877 -0.136
C -3.855 -3.643 -0.689
C -5.318 -3.387 -0.464
C -3.509 -4.730 -1.494
C -2.193 -5.054 -1.764
C -1.833 -6.225 -2.626
C -1.197 -4.264 -1.185
C -1.479 -3.178 -0.368
C -0.281 -2.547 0.307
C -5.402 -1.921 3.123
C -6.278 -0.827 2.555
C -5.984 -2.655 4.153
H -5.263 -5.063 6.447
H -6.730 -5.133 5.474
H -6.492 -3.801 6.595
H -3.477 -4.762 4.896
H -1.704 -4.558 3.660
H -1.250 -2.938 3.173
H -1.916 -4.069 1.987
H 0.272 0.239 -1.761
H 1.480 1.698 -3.243
H 0.299 2.872 -5.074
H -2.150 2.656 -5.304
H -3.440 1.305 -3.666
H -5.577 -2.334 -0.300
H -5.687 -3.956 0.392
H -5.887 -3.687 -1.343
H -4.303 -5.323 -1.930
H -2.697 -6.594 -3.173
H -1.447 -7.043 -2.016
H -1.060 -5.959 -3.346
H -0.161 -4.522 -1.368
H 0.605 -3.152 0.114
H -0.389 -2.468 1.385
H 0.021 -1.573 -0.171
H -5.794 -0.118 1.884
H -6.697 -0.245 3.375
H -7.118 -1.263 2.012
H -6.992 -2.401 4.459
*
```